C4H9O5S | wB97M-V/def2-TZVPD

Positions of all 19 atoms, in Å:
C  1.176  0.021  1.188
C  -1.258  -0.003  0.714
C  0.498  1.529  -0.840
C  0.155  0.099  0.112
O  0.212  -2.517  -0.170
O  -0.628  -1.131  -2.109
O  0.998  -1.141  1.985
O  -2.283  -0.244  -0.185
O  -0.419  1.875  -1.774
S  0.497  -1.380  -1.075
H  2.110  -0.028  0.507
H  1.244  0.954  1.890
H  -1.264  -0.845  1.453
H  -1.478  0.842  1.413
H  0.563  2.294  -0.153
H  1.582  1.302  -1.171
H  0.943  -1.897  1.251
H  -1.936  -0.865  -0.739
H  -0.711  1.135  -2.299

Its total charge is -1. The energy above the lowest of the compared OMol25 structures with the same formula, charge and spin comes out at 115.8 kJ/mol. The HOMO energy is -4.12 eV.

Taken from the Löwdin analysis, the atomic charges in e are: C -0.3364; C -0.2654; C -0.2302; C -0.4513; O -0.5185; O -0.5497; O -0.1496; O -0.0454; O -0.0467; S 0.7759; H 0.1133; H 0.1473; H 0.1176; H 0.1310; H 0.0705; H 0.1178; H 0.0815; H -0.0263; H 0.0646